Record 1
Formula: C45H53EuFGeN8O5
Source: OMol25
Level of theory: ωB97M-V with the def2-TZVPD basis set

Calculated values
electronic energy: -5446.88409 hartree

The geometry in ORCA input format:
```
! wB97M-V def2-TZVPD RIJCOSX def2/J DEFGRID3
* xyz 3 7
Eu 1.4215 1.4777 0.3685
Ge 2.8804 -1.7779 -4.5629
F -3.2785 -3.6522 1.5621
O 2.5229 0.1391 -4.4318
O -0.5981 0.4578 0.9921
O -1.1621 4.4812 2.2486
O 0.2269 3.1213 1.0903
O 2.0677 0.8229 -1.8962
N -7.4439 -4.1357 4.1845
N -3.9581 1.6649 3.0573
N 1.5868 0.9831 -4.0239
N 2.4211 1.9182 2.6930
N 1.3572 1.3193 -2.8149
N -5.7688 -2.8343 2.7890
N 3.3750 2.7993 -0.2639
N 1.8775 -0.8949 1.1806
C -2.9907 2.5377 2.6762
C 4.2994 -1.7069 -3.2266
C 4.2760 4.8112 -1.1680
C 4.4413 2.1318 -0.7271
C 1.3135 -2.7623 -3.9782
C -0.8777 -3.9433 -2.7260
C 4.4297 -2.5946 -2.1504
C 6.5913 4.8920 -2.2126
C 3.2868 4.1065 -0.4879
C 0.4279 0.9293 -6.2254
C -0.6742 3.4097 -5.6290
C -1.0520 2.7528 -6.8077
C 0.7654 1.6177 -5.0743
C -2.6522 -0.0888 2.0097
C -5.5707 1.8319 5.0582
C -3.4947 -2.3791 1.9631
C -8.0949 -2.9889 3.4423
C -5.1686 2.1978 3.6602
C 3.8382 -0.7427 2.7170
C -1.0315 -2.6495 -3.2325
C -4.8386 -0.6190 2.9930
C -0.4524 1.5250 -7.1476
C -5.0061 3.2067 4.7559
C 3.2734 -1.4091 1.4345
C -6.7238 -5.0552 3.1944
C 4.5549 0.6265 2.5138
C -1.8506 2.2473 1.9452
C 1.3567 -4.1235 -3.6384
C 5.4626 4.1735 -1.5296
C -3.8295 0.3347 2.6827
C 6.1555 -0.4444 -2.3370
C -4.7133 -1.9613 2.5761
C 0.2347 2.8527 -4.7603
C 0.1126 -2.0485 -3.8318
C 6.1934 -1.2430 -1.2098
C 0.2698 -4.6789 -2.9827
C 5.5218 2.8005 -1.2874
C 5.2046 -0.6682 -3.3322
C -5.5570 -4.2775 2.6294
C -1.6246 0.8849 1.6408
C 3.8603 1.8411 3.1007
C 5.3158 -2.3300 -1.1334
C -2.5233 -1.4506 1.6622
C -0.8800 3.4097 1.7589
C -7.1174 -2.4618 2.3860
H -5.7360 4.0190 4.7548
H 2.1298 2.8806 2.7943
H 0.0107 -1.0194 -4.1445
H -1.6590 -4.4042 -2.1563
H 3.2822 -2.4891 1.5225
H 6.8801 0.3651 -2.4688
H 6.1461 5.3317 -3.1355
H 0.8863 -0.0281 -6.4362
H -9.0167 -3.3817 3.0185
H -6.4227 -5.9870 3.6630
H 6.4310 2.2373 -1.5217
H -1.9443 -2.1108 -3.1409
H -5.4877 -4.5315 1.5609
H 2.4796 4.6782 -0.0809
H 0.5149 3.3705 -3.9007
H -4.9441 1.1891 5.6180
H -4.0533 3.4252 5.1697
H -1.0517 4.3535 -5.3821
H 4.1331 5.8570 -1.3628
H 3.7688 -3.4624 -2.1039
H 4.3707 2.7711 2.7597
H 1.8676 1.3575 3.3495
H -6.7684 -3.7796 4.8449
H -8.1503 -4.6562 4.7132
H -6.6412 1.7661 5.2462
H -7.3288 -2.8800 1.3972
H -1.5849 -1.7616 1.1539
H 0.3139 -5.7114 -2.6846
H -8.2781 -2.1973 4.1658
H 5.1971 0.0454 -4.1796
H 4.7366 0.7935 1.4668
H -5.7366 -0.3164 3.4915
H -3.1383 3.5327 3.0471
H 5.5510 0.6008 2.9807
H 4.4274 1.0348 -0.6681
H -4.6919 -4.6086 3.1698
H 3.2607 -1.7434 -6.0284
H -7.4098 -5.2834 2.3814
H -1.6940 3.2514 -7.5077
H 5.4254 -3.0594 -0.3327
H 6.9266 -1.1456 -0.4218
H 2.2631 -4.7188 -3.7750
H -0.7343 1.0360 -8.0517
H 1.3572 -1.0736 2.0449
H 4.5621 -1.4324 3.1583
H -7.1965 -1.3658 2.3534
H 3.8987 -1.1859 0.5689
H 3.0195 -0.7219 3.4312
H -5.9432 2.4099 2.9534
H 6.9746 5.7508 -1.6692
H 1.4259 -1.5091 0.4913
H 7.4144 4.2431 -2.4228
H 3.9674 1.8808 4.1685
*
```

Record 2
Formula: C45H53N4O2
Source: OMol25
Level of theory: ωB97M-V with the def2-TZVPD basis set

Calculated values
electronic energy: -2115.79694 hartree
energy above the lowest of the compared OMol25 structures with the same formula, charge and spin: 0.000 eV

The geometry in ORCA input format:
```
! wB97M-V def2-TZVPD RIJCOSX def2/J DEFGRID3
* xyz 1 1
O 5.4299 -1.1346 6.2436
O 1.7015 -3.4150 -5.2107
N -3.3830 1.2917 -4.0715
N 3.6515 -1.6534 3.2285
N 5.7525 -1.2352 3.9595
N -4.9142 1.0303 -2.5053
C 2.6127 -0.3646 5.0828
C 0.5171 -3.3834 -3.1499
C -0.9852 1.0925 -3.8927
C 2.8886 -2.7982 -3.1745
C -7.7049 1.0491 -0.0577
C 2.9830 1.2819 8.4817
C 3.5474 -1.5062 4.6842
C 2.9338 -3.2258 -5.9557
C -5.6143 1.1316 -1.2734
C 2.5969 -1.9484 1.0593
C 5.0020 -1.2686 5.1001
C -7.8465 0.7777 -2.5014
C 2.5501 -0.1441 6.5767
C -3.2451 3.6612 -5.5565
C 1.7038 3.6820 -4.6298
C 2.7837 -2.3751 -1.8612
C -4.9039 1.2087 -0.0594
C 0.3801 2.9808 -4.6057
C -4.9680 -0.0603 -3.3642
C -7.0254 1.2485 1.1458
C -7.7663 1.2858 2.4457
C 2.6553 0.2265 9.3426
C -3.9832 0.0726 -4.2747
C 5.0323 -1.4951 2.7190
C 1.5578 -2.4321 -1.1439
C 0.4266 -2.9646 -1.8398
C 1.4801 -2.0066 0.2245
C 5.1595 -0.2850 1.7815
C 2.1549 -1.1773 7.4318
C 5.5764 -2.7788 2.0694
C 1.7333 -3.2256 -3.8654
C -5.6371 1.3764 1.1221
C -0.7507 3.5783 -5.1742
C 2.2185 -0.9936 8.8159
C -7.0212 0.9870 -1.2726
C -3.3515 2.9395 -2.2924
C 0.2574 1.7329 -3.9906
C -2.0006 2.9588 -5.1144
C 2.9004 1.1023 7.1003
C 2.5613 -1.8098 2.4471
C 7.1771 -0.9922 4.0073
C -1.1418 -0.1322 -3.0452
C -3.9006 1.8618 -2.9169
C -2.0916 1.7024 -4.4979
C -3.4222 1.0079 0.0671
H 4.4752 -0.3649 0.9332
H -8.7927 0.9430 -0.0460
H -5.6729 -0.8571 -3.1992
H 2.9646 0.5583 4.5911
H 3.1563 1.9104 6.4109
H -8.2585 0.3255 2.6434
H -0.3441 -3.7799 -3.6866
H 2.4442 3.1005 -5.1913
H -2.9659 4.5872 -6.0694
H -3.6551 -0.5889 -5.0609
H 7.7398 -1.8742 3.6756
H 3.7049 -3.9450 -5.6392
H -7.2775 0.8182 -3.4296
H 4.9216 0.6311 2.3421
H 2.0953 3.8230 -3.6148
H 2.6429 -3.4217 -6.9875
H 3.6819 -2.0058 -1.3677
H 3.5770 -2.0478 0.5935
H -3.8833 3.9294 -4.7052
H -3.0929 0.0164 -0.2784
H 3.8433 -2.7287 -3.6954
H 1.6065 -1.8718 2.9805
H -1.5733 -0.9695 -3.6112
H 1.6053 -0.5875 4.6968
H -3.8320 3.0471 -6.2502
H -0.6685 4.5687 -5.6296
H -0.5152 -3.0852 -1.2941
H -7.0680 1.4905 3.2613
H -8.6358 1.5416 -2.5434
H -8.3605 -0.1942 -2.4521
H 1.1326 1.2591 -3.5378
H 1.9267 -1.8087 9.4790
H -1.7622 0.0368 -2.1474
H 7.4588 -0.7583 5.0360
H -3.1631 1.0806 1.1335
H 3.3025 2.2442 8.8828
H -5.1001 1.5565 2.0572
H 1.5982 4.6619 -5.1031
H -3.8241 3.2945 -1.3868
H -8.5391 2.0624 2.4354
H 5.7131 -3.5436 2.8470
H 7.4499 -0.1496 3.3606
H 1.8326 -2.1282 7.0037
H 6.1904 -0.2318 1.4084
H 6.5457 -2.5643 1.5983
H 0.4943 -1.7879 0.6468
H -0.1539 -0.4438 -2.6888
H 3.3209 -2.1989 -5.8630
H 4.8955 -3.1745 1.3126
H 3.2033 -2.4450 5.1592
H -2.8305 1.7711 -0.4487
H -2.5769 3.4838 -2.8219
H 2.7548 0.3524 10.4217
*
```